Below is a 21-piece molecular cluster, C11H64NO20 overall at a distorted geometry, with properties calculated with ωB97M-V/def2-TZVPD.

Calculated values
energy relative to the best compared isomer or geometry (same formula, charge and spin)	0.0	kcal per mole
E_HOMO	-12.308	eV
total charge	+1
HOMO-LUMO gap	9.9	eV

CARTESIAN COORDINATES (ANGSTROEM)
C -1.533417 -2.703750 -1.928563
C -2.653417 -1.727750 -1.641563
C -2.157417 -0.597750 -0.516563
C -1.145417 0.410250 -0.994563
N -0.490417 1.227250 0.083437
C -1.469417 2.029250 0.825437
C -0.722417 3.266250 1.283437
C 0.528583 3.466250 0.523438
C 0.489583 2.178250 -0.458563
C 0.341583 0.331250 1.048437
C 1.222583 -0.738750 0.417437
C 1.952583 -1.590750 1.459438
H -1.261417 -3.294750 -1.119563
H -0.542417 -2.365750 -2.308563
H -1.839417 -3.320750 -2.752563
H -3.537417 -2.218750 -1.374563
H -2.939417 -1.117750 -2.530563
H -1.716417 -1.043750 0.582437
H -3.041417 -0.085750 -0.175563
H -1.479417 1.090250 -1.776563
H -0.386417 -0.064750 -1.440563
H -2.035417 1.436250 1.548437
H -2.194417 2.518250 0.206437
H -0.622417 3.028250 2.291437
H -1.468417 4.064250 1.301437
H 1.417583 3.484250 1.309437
H 0.535583 4.354250 -0.086563
H 1.481583 1.637250 -0.439563
H 0.246583 2.429250 -1.402563
H -0.423417 -0.217750 1.789437
H 0.867583 1.047250 1.796437
H 1.785583 -0.202750 -0.328563
H 0.822583 -1.432750 -0.144563
H 1.290583 -1.907750 2.324437
H 2.637583 -0.886750 1.983437
H 2.591583 -2.447750 0.915437
O 4.290583 4.009250 0.718437
H 3.940583 3.119250 1.058437
H 4.337583 4.062250 -0.230563
O 4.458583 -3.085750 -1.300563
H 4.761583 -3.511750 -0.484563
H 3.527583 -3.408750 -1.431563
O 1.118583 -4.072750 -4.023563
H 2.127583 -4.232750 -4.288563
H 0.934583 -4.646750 -3.444562
O -6.523417 -2.952750 -0.665562
H -6.433417 -2.518750 -1.528563
H -5.949417 -3.779750 -0.697563
O -0.227417 1.645250 -4.135563
H -0.924417 1.285250 -4.617563
H -0.085417 2.476250 -4.455563
O 2.795583 6.190250 1.815437
H 3.022583 7.091250 1.512437
H 3.077583 5.432250 1.265437
O 3.526583 1.349250 1.060437
H 4.177583 0.732250 0.864437
H 3.575583 1.137250 1.956437
O -0.113417 -5.950750 -2.221563
H -1.102417 -6.149750 -2.094563
H 0.230583 -6.763750 -2.287562
O -3.442417 5.248250 2.906437
H -3.693417 5.838250 2.258437
H -4.021417 4.433250 2.972437
O -5.809417 -2.012750 -3.060563
H -5.739417 -2.711750 -3.829563
H -6.564417 -1.271750 -3.157563
O -3.769417 -0.101750 3.243437
H -3.384417 -0.839750 3.099437
H -4.511417 -0.004750 2.608437
O -3.420417 2.470250 -2.428563
H -4.209417 1.838250 -2.171563
H -3.379417 3.400250 -2.120563
O 1.711583 -0.569750 -4.236563
H 1.014583 0.122250 -3.976562
H 1.391583 -1.359750 -4.024563
O -2.346417 -2.473750 2.850437
H -1.612417 -2.992750 2.404437
H -2.321417 -2.564750 3.750437
O 1.183583 -4.640750 -0.127563
H 0.809583 -5.067750 -0.887563
H 1.854583 -5.265750 -0.100563
O 3.761583 0.973250 4.005437
H 4.700583 0.935250 4.188437
H 3.646583 -0.006750 4.380437
O 0.695583 1.366250 4.239437
H 1.009583 1.915250 4.909437
H 1.309583 0.683250 4.322437
O -1.879417 1.303250 4.843437
H -0.966417 1.293250 4.824437
H -2.237417 1.056250 3.982437
O 5.459583 -0.666750 0.031437
H 5.859583 0.028250 -0.521563
H 4.912583 -1.292750 -0.403563
O 3.973583 1.117250 -2.622563
H 3.322583 0.343250 -2.623563
H 3.595583 1.990250 -2.141563

Forces on atoms 1 to 3 (eV/Å):
C 0.5 0.8 -2.1
C 3.0 3.4 0.7
C -0.3 -2.2 2.2

Mulliken population analysis, charges in e, atoms 1 to 4: -0.975, -0.661, 0.237, -1.435

---

Below is C11H68NO22 as an isolated structure at a distorted geometry, with properties calculated with ωB97M-V/def2-TZVPD.

Calculated values
energy relative to the best compared isomer or geometry (same formula, charge and spin)	171.7	kcal per mole
E_HOMO	-11.971	eV
total charge	+1
HOMO-LUMO gap	9.3	eV

CARTESIAN COORDINATES (ANGSTROEM)
C 1.897036 -3.013445 -0.719865
C 1.137098 -1.812580 -1.415041
C -0.099217 -1.305795 -0.898979
C -0.105054 -0.805194 0.586269
N -0.991719 0.310035 0.918767
C -1.103798 0.678037 2.358405
C -2.488502 1.155493 2.873240
C -3.321690 0.734863 1.641994
C -2.428717 -0.229146 0.793452
C -0.859703 1.550071 0.010032
C 0.608173 2.087635 -0.044555
C 0.651052 3.235239 -0.895421
H 1.173285 -3.961794 -0.726496
H 2.105654 -2.713286 0.474315
H 2.748469 -3.436680 -1.341283
H 1.120467 -1.834673 -2.353383
H 1.778972 -1.136356 -1.301761
H -0.950360 -2.028437 -0.790006
H -0.300896 -0.378234 -1.493567
H 0.829838 -0.428703 0.861156
H -0.198882 -1.565028 1.068245
H -0.222478 1.366636 2.696596
H -0.587217 -0.237237 2.913599
H -2.668118 2.215380 2.955322
H -2.515185 0.552414 3.840241
H -3.639811 1.399201 1.012942
H -4.287993 0.257833 1.964517
H -2.773640 -0.017841 -0.230773
H -2.455899 -1.353718 1.096812
H -1.366374 2.445604 0.431750
H -1.351827 1.410187 -0.929518
H 1.404066 1.332993 -0.324796
H 0.735424 2.399708 0.957732
H -0.016022 4.088585 -0.701670
H 0.407304 3.103413 -1.971613
H 1.707422 3.594551 -1.187280
O 4.747518 -5.299957 -0.382513
H 5.039967 -4.859589 -1.195838
H 3.889187 -5.363335 -0.515551
O 3.387794 -0.496601 1.029685
H 3.960625 -1.144822 0.538064
H 3.703790 -0.702025 1.982316
O -1.116735 5.796422 -2.770998
H -0.669808 5.765021 -1.900446
H -0.446413 5.589353 -3.437973
O -1.296526 -5.023369 -0.132459
H -1.168786 -4.599699 -1.046290
H -2.046118 -4.700901 0.207065
O -2.432381 5.010073 3.995955
H -2.727251 4.655399 3.133309
H -3.190626 4.646779 4.471454
O 4.020150 2.658371 -2.082494
H 4.094374 3.557670 -1.784575
H 4.137742 2.006852 -1.497143
O -0.625003 -4.454685 -2.893896
H 0.291883 -4.199746 -3.023403
H -0.776189 -5.353791 -3.125140
O -0.686633 1.476638 -3.948398
H -1.125470 0.707718 -4.335358
H 0.206438 1.076589 -3.998800
O -0.693170 3.544570 5.763150
H -0.426618 2.692056 5.500611
H -1.302207 3.930650 4.987177
O 4.838821 -4.642210 -3.094120
H 3.980602 -4.279159 -3.464719
H 5.261032 -5.288321 -3.568218
O 4.691054 -1.572478 -0.889193
H 5.508717 -1.035824 -0.801767
H 4.275106 -1.367679 -1.794379
O -3.905621 4.256659 1.714688
H -4.063349 4.545343 0.807735
H -4.679152 4.267426 2.133531
O -3.344372 -4.075895 1.434675
H -3.814876 -4.598443 2.140079
H -3.991280 -3.765437 0.866108
O 0.962710 5.987760 -0.687063
H 0.512753 6.183585 0.048454
H 1.818585 5.591987 -0.397500
O -2.291614 4.757078 -1.344331
H -2.701422 5.645684 -0.997869
H -1.852058 5.132734 -2.115433
O 1.030760 -5.484808 1.457780
H 0.811472 -4.816193 2.215986
H 0.357459 -5.343321 0.834039
O 3.226611 4.702514 0.956217
H 3.422028 4.189672 1.620111
H 3.300781 5.556251 1.250263
O -2.547397 -0.500748 -3.696726
H -3.055146 -0.886193 -2.810611
H -2.360345 -1.256534 -4.392873
O -5.982219 -1.844435 2.469928
H -5.935539 -2.302869 3.274222
H -5.911250 -2.525035 2.051115
O -2.219189 -2.981922 3.682046
H -2.518037 -3.261325 2.786530
H -1.275105 -3.070808 3.772762
O 1.979654 -4.115723 -3.761982
H 1.686200 -3.795514 -4.528298
H 1.810999 -5.100041 -3.882137
O 4.247662 1.046498 0.079558
H 3.917213 0.088453 -0.000705
H 4.487060 1.383895 0.965211

Forces on atoms 1 to 3 (eV/Å):
C -2.3 -1.8 1.3
C -0.5 -6.0 6.4
C -3.7 2.1 2.2

Mulliken population analysis, charges in e, atoms 1 to 4: 0.015, -3.240, 2.119, -4.461

---

Q: Which formula does entry 2 have?
A: C11H68NO22

---

Q: Which value of E_HOMO does entry 2 give?
A: -11.971 eV